1.
A structure of composition C25H39MnO. Source: the Open Molecules 2025 dataset; level of theory: ωB97M-V/def2-TZVPD.

Atoms and positions in Å:
H 3.32311 -0.12902 0.37653
C -2.17082 -0.75912 0.34436
H -0.89254 -4.24774 -2.11591
C 0.10746 -2.76364 0.30446
H 3.14689 0.02234 -1.37240
C 1.81848 -1.38731 -0.47233
H -0.28146 -4.71735 1.10951
H 3.61585 3.06323 -3.59938
H 1.68508 -0.29837 -3.05264
C 2.72141 2.46659 -1.62334
C 0.04422 2.03234 2.88904
H 1.40293 2.83092 -4.86055
C -1.97485 0.64075 -0.01070
H 2.84103 -2.89025 1.94349
H -1.87603 1.36296 0.82266
H 2.43725 -1.19838 2.29063
C -0.11334 -2.52719 -1.10406
H 3.53211 2.53273 -0.94301
H -3.34875 -0.33174 -2.48783
H -0.64601 -3.38142 2.21586
H 1.33301 -2.49902 2.78966
C 1.48814 1.88665 -1.21443
H 0.91810 2.15442 3.54970
H -0.53030 -1.19222 3.33193
C 2.67682 2.75551 -3.07795
H -2.13330 -3.17600 -1.44681
C 3.12154 -0.68984 -0.54613
H -1.73113 -3.72673 0.85349
H -2.33521 -0.99617 1.40552
Mn -0.21776 -0.67140 -0.04485
H -1.57264 -0.39832 -2.65219
C 1.49494 2.66025 -3.78148
C -2.40780 1.13924 -1.27125
C 0.77659 -0.17691 4.73084
H 0.25287 -1.20811 -3.57083
H 0.85315 0.79004 5.24060
H -0.88102 2.19582 -1.39641
H 0.25398 2.51744 1.92647
C 0.19674 2.17695 -1.74508
C -2.90052 2.59963 -1.40790
H -2.10607 2.37548 3.02885
H -1.08298 3.72786 3.54371
H 1.83051 -2.01411 -3.49492
H -1.28476 0.16871 4.20343
C 2.01069 -2.16672 1.99306
H 1.73847 -0.41096 4.26135
H 3.94846 -1.40551 -0.68586
H -2.36211 3.29614 -0.73312
H -3.95258 2.63484 -1.18546
H -2.70047 3.01226 -2.40837
C 0.22258 2.36748 -3.18118
H 0.57542 -0.93614 5.49254
H -1.25005 -2.70727 -2.91642
C -0.67840 -3.69091 1.16242
H -2.75267 -1.35737 -0.36220
H -2.45553 0.86758 -3.43156
C 0.94082 -1.66052 -1.58156
O -0.09443 0.63713 2.57447
C 1.30439 -2.05940 0.69099
H -0.68460 2.26244 -3.74532
C -0.35464 -0.17868 3.72500
C 1.18587 -1.27407 -2.99420
H -1.26220 2.32647 4.59776
C -1.15025 -3.19253 -1.93710
C -2.43511 0.27792 -2.49406
C -1.17861 2.63834 3.55045

Forces on atoms 1 to 2 (eV/Å):
0.017 -0.102 -0.198
0.417 -0.319 -0.004

Output
* highest occupied orbital energy (alpha / beta): -0.385 / -0.403 hartree
* multiplicity: 4
* Kohn-Sham gap (alpha / beta): 6.7 / 7.2 eV
* LUMO energy (alpha / beta): -0.138 / -0.138 Ha
* net charge: +1



2.
A structure of composition C25H39N3PtSSi. Source: the Open Molecules 2025 dataset; level of theory: ωB97M-V/def2-TZVPD.

Atoms and positions in Å:
H 3.54260 0.95010 2.52230
H 4.38554 -2.37060 -1.47317
H 1.32963 0.80054 4.66852
N -0.44610 2.16733 -1.06599
C -0.60953 5.41453 -1.97111
H 2.72870 -0.24672 4.51934
H -2.46103 4.87086 -3.94090
H -1.95752 -2.33001 -0.61111
Si 3.05221 -3.27749 -3.38123
C -1.16969 0.32284 4.02539
Pt 0.36175 0.38831 -0.09401
H 5.31204 -3.55095 -2.40021
H -4.52368 0.71270 3.94883
H 4.08206 -4.10663 -1.26635
H -2.14826 1.46950 6.38415
H 1.13608 -0.97837 4.62768
H 0.46564 -4.78655 -3.16047
H 1.64021 -2.25027 2.51112
C 2.24684 -1.40569 2.18243
H 2.12221 -4.96788 -4.97130
C 2.49963 1.11758 2.25590
C -2.70102 0.62661 5.96794
H -3.75670 0.76751 6.18807
H -4.38883 1.28592 0.57254
C 2.90443 -4.95305 -4.20944
H -4.50213 -0.47061 0.63658
C -2.45645 0.50355 4.49195
H -1.87221 0.01373 0.69337
C -0.89625 0.19247 2.63399
H 3.84657 -5.19008 -4.70677
C -1.04341 -2.52972 -1.15500
C -2.88189 4.58984 -1.22255
H -2.65401 4.63525 -0.15709
C -2.03011 0.20945 1.75466
H -1.13723 3.71398 -4.11340
C -0.86791 -3.69780 -1.89943
C 1.06322 -1.79448 -1.77240
H -2.73713 3.16301 -3.58160
N 0.31321 0.05014 2.07384
C 1.68640 -0.12860 4.22589
H 2.29839 -1.41900 1.09379
H -5.41805 0.51453 1.77848
H 4.30217 -2.05204 -5.12179
C -1.62901 4.26217 -2.05509
H -0.35386 5.63758 -0.93544
H -2.36261 -0.27144 6.48624
H 2.70846 -5.74938 -3.48937
H 2.57317 -1.75962 -5.30378
C 1.34892 -2.93281 -2.53499
C 0.32333 -3.88365 -2.58015
S 2.13190 -0.45780 -1.50478
H -0.37446 0.28841 4.74863
H 2.45877 1.27973 1.17460
C 3.37796 -1.86039 -4.57338
H -1.65522 -4.43748 -1.93846
C 4.32433 -3.32915 -1.99305
C -0.99513 3.07578 -1.50178
H -3.66572 3.85209 -1.39191
H 3.25410 -1.52492 2.57921
C -4.47328 0.43303 1.24650
C 1.64115 -0.08627 2.69678
H 0.30300 5.17739 -2.51736
H 2.15869 2.02631 2.75254
C -2.01165 3.97377 -3.51732
H -1.05353 6.30403 -2.41557
H 3.49500 -0.90904 -4.05440
N -0.09839 -1.61342 -1.10689
C -3.31200 0.40519 2.20090
H -3.25828 5.56314 -1.53374
C -3.51607 0.56301 3.58061

Forces on atoms 1 to 2 (eV/Å):
-0.020 -0.024 0.020
0.061 -0.029 0.026

Output
* highest occupied orbital energy (alpha / beta): -0.509 / -0.535 hartree
* ΔE to the lowest compared entry with this formula, charge and spin: 0.479 eV
* multiplicity: 5
* Kohn-Sham gap (alpha / beta): 8.4 / 5.4 eV
* LUMO energy (alpha / beta): -0.201 / -0.336 Ha
* net charge: +2



3.
A structure of composition C25H39N5O3ReSSi. Source: the Open Molecules 2025 dataset; level of theory: ωB97M-V/def2-TZVPD.

Atoms and positions in Å:
H -2.57460 1.69987 1.81842
H -0.53544 -3.44375 -0.74858
C 3.54023 2.31482 1.96882
H 0.35813 2.26967 -2.05174
H 5.58165 2.12478 2.59038
H 1.44974 -0.34202 -4.95449
C -3.22458 -1.42166 -3.13158
C 1.01553 -1.27300 -4.58254
O 1.55871 2.35761 -0.09957
C 3.42674 -0.62566 -0.90621
H 0.89876 2.67737 4.07802
H -1.80544 -1.21340 -4.72098
Re -1.30869 -0.71939 -0.91790
H 6.32454 1.97604 4.84386
H 3.28291 -0.88831 -3.03655
C -0.64850 2.45500 -2.42391
H 0.25627 -0.48380 3.51524
H 1.87431 -0.16818 2.93127
H -3.61143 -0.46605 -3.47579
H -3.96938 -0.68549 -1.38596
H -2.76705 3.45876 1.70094
H -3.86265 2.98703 -2.10019
H -1.64030 -2.74036 -3.86238
C -2.54614 -3.65337 -1.00183
H -3.90198 -2.19722 -3.49197
H -1.14583 -1.79997 2.78409
H 3.24945 -0.39381 1.22275
H -3.59373 1.66239 -3.20753
C 0.94678 -0.68960 2.69991
S 0.92301 2.58563 1.20944
C -3.69888 -2.67598 -1.00759
O -1.93322 2.58385 0.06527
C -3.61514 1.92287 -2.14794
H -4.03274 -2.45784 0.00796
H -0.79154 3.53744 -2.47105
C -1.30295 -3.15113 1.12251
H 2.71738 2.54840 5.73364
H -2.59450 -1.56707 1.84006
C 0.38753 -0.13701 1.40193
H 4.50613 -0.68603 -0.89328
C 5.37503 2.25506 5.29547
H -4.44950 1.39915 -1.67235
C 4.55418 2.23165 2.91499
C 1.35156 -0.35014 0.23554
O 0.04458 1.23093 1.61723
N 0.70359 -0.50030 -0.92783
C -1.83237 -1.67397 -3.73333
C 1.92318 2.54806 3.75205
C 4.27392 2.30684 4.27555
C 2.74596 -0.73992 -2.11132
C -1.53028 -1.79607 1.76707
H 0.25643 -1.59969 -5.28572
H -0.73414 2.06544 -3.44199
Si -1.94763 1.72342 -1.32985
H -0.31629 -3.53641 1.38175
N -0.89642 -0.75440 0.93622
C 1.36366 -0.70943 -2.09426
C 2.22952 2.45227 2.39672
H 5.14317 1.54049 6.08540
H -2.03793 -3.87539 1.47805
C -2.83700 2.52361 1.14951
H 5.50111 3.23059 5.76759
N -0.77040 -1.13449 -2.86296
H 3.75973 2.30042 0.91021
C 2.94461 2.46903 4.67821
H -4.54725 -3.09001 -1.55701
C 0.47605 -1.04537 -3.21362
C 2.72688 -0.45980 0.28007
H 1.15233 -1.76011 2.65095
H -3.86875 2.40041 0.80899
N -1.37452 -3.02871 -0.35991
N -3.27079 -1.38696 -1.62427
H 1.81103 -2.01901 -4.56668
H -2.27183 -3.92513 -2.02174
H -2.84451 -4.57346 -0.49371

Forces on atoms 1 to 2 (eV/Å):
0.003 -0.015 0.006
-0.072 -0.125 0.004

Output
* highest occupied orbital energy (alpha / beta): -0.497 / -0.493 hartree
* ΔE to the lowest compared entry with this formula, charge and spin: 2.520 eV
* multiplicity: 2
* Kohn-Sham gap (alpha / beta): 6.6 / 6.4 eV
* LUMO energy (alpha / beta): -0.255 / -0.260 Ha
* net charge: +2



4.
A structure of composition C25H40BO4Pm. Source: the Open Molecules 2025 dataset; level of theory: ωB97M-V/def2-TZVPD.

Atoms and positions in Å:
H 2.04846 4.12235 6.48843
H -3.07146 -3.76306 -7.94321
H -3.38713 -3.01836 -6.35737
H -1.96530 -2.51152 -7.31906
C 3.38399 3.47073 3.79024
C 0.19147 -4.29933 -5.89264
C 1.07697 -1.07016 -1.02864
H 0.81493 -3.40782 -6.09164
H -3.41185 2.33641 1.54038
H -3.44712 -5.34496 -5.31971
C 1.27500 3.91500 5.72428
C 1.15829 1.52905 6.33794
H 1.75705 -0.24690 -1.27181
C -1.67373 -0.14473 2.97909
H -0.01445 -0.41018 -3.50369
C -2.65257 -5.65196 -6.00738
H 1.08407 3.69249 1.90678
H 4.77946 1.47372 4.71649
H -0.92534 -1.92182 -3.60813
C 0.79695 -1.95465 -2.22945
H 0.13978 1.73984 6.70393
B 1.14667 1.50732 3.29648
C -0.37737 -1.26455 -2.92265
O -1.05345 -3.93654 -5.21281
C -2.89756 0.21823 1.05430
H 0.74823 -5.07389 -5.33249
H 2.68138 3.95891 3.09822
C -1.15748 3.02472 -0.49529
H 0.47640 -2.93371 -1.87686
H 3.56125 0.66601 5.74215
H -0.36340 -5.91755 -7.29396
H 1.48598 -1.60330 -0.16582
C -0.50169 -4.84172 -7.13805
C -1.21673 -0.73735 -1.76838
O 0.48454 2.29895 4.18406
H 1.19502 0.47919 5.99229
C -2.87928 1.42583 1.80695
C 0.04420 2.51707 -1.07513
H 4.26694 3.16754 3.21268
H 1.86563 1.66284 7.17295
C -2.15974 -0.76219 1.78990
C 3.89113 1.63367 5.34519
H 3.71023 4.20539 4.53999
H -2.12953 3.07030 -0.97602
H -3.43669 0.05894 0.12108
C -1.78651 -4.45013 -6.35744
H 0.27907 4.00901 6.19349
C 1.45846 2.51894 5.20163
H 1.67107 -2.10885 -2.87555
C -0.83018 3.57268 0.78211
C 1.11176 2.74254 -0.14696
H 4.14028 2.32949 6.16174
H -0.94736 -0.57269 3.67481
Pm -0.38318 0.99747 1.05697
O 2.47085 1.23767 3.50787
H 1.35733 4.66304 4.91781
H -1.97925 -1.44521 -1.42550
H 0.13090 2.08605 -2.07064
C 0.56124 3.40696 0.99867
C -2.60003 -3.36038 -7.03811
H -0.31631 -4.25013 -8.04179
C -2.10685 1.21119 2.97378
H -1.50908 4.06205 1.47214
H -1.87754 1.97846 3.72325
H 2.12932 2.36162 -0.22961
H -1.72210 0.20940 -1.99371
O -0.25021 -0.49756 -0.65698
H -2.06292 -6.45528 -5.55062
C 2.80963 2.22342 4.48455
H -3.11929 -6.04238 -6.92058
H -1.97123 -1.78563 1.44506

Forces on atoms 1 to 2 (eV/Å):
-0.368 0.095 -0.258
0.080 0.101 0.156

Output
* highest occupied orbital energy (alpha / beta): -0.223 / -0.220 hartree
* multiplicity: 5
* Kohn-Sham gap (alpha / beta): 6.3 / 6.3 eV
* LUMO energy (alpha / beta): 0.011 / 0.011 Ha



5.
A cluster of 5 separate species, C25H40N6O2 in total. Source: the Open Molecules 2025 dataset; level of theory: ωB97M-V/def2-TZVPD.

Atoms and positions in Å:
N -3.96133 8.06798 -2.42323
H 3.17390 -3.62931 0.47934
H -3.87803 5.63436 -0.31144
C -3.30824 4.61933 -2.14417
O -1.75988 -6.38336 -1.39330
C 1.29462 6.00342 1.99386
H -3.65526 -2.77590 -1.44829
C 5.16954 0.67263 2.18603
H -3.36712 -1.16089 1.14103
C -0.53025 -8.44472 -1.90982
H 3.59679 -5.87413 -0.64703
H -0.88053 8.56928 1.85042
C -3.96050 -1.50507 0.28738
H 1.96035 8.33063 0.72426
H 1.22268 6.10946 -0.13221
H -2.62785 4.78321 -2.98640
H -4.78870 -2.09671 0.68909
H 1.42308 -4.18811 -1.85308
C 0.71478 6.56296 0.72319
H -1.22023 -8.87627 -1.08369
H 1.54883 -5.75849 -4.15842
C 0.89421 8.08253 0.69565
H 0.60221 8.47527 2.81975
H -2.20069 5.90945 -0.80462
H -5.42459 4.21317 -1.86921
H 2.84253 -0.40889 3.40433
H 1.61695 -7.21691 -3.03820
H -4.73361 3.52692 -3.34886
H 2.35037 1.08092 4.20186
H -0.34542 6.30065 0.66644
C 1.21777 -6.14615 -3.11294
N 1.80878 -2.83957 3.41029
H -2.21069 -1.86893 -0.95995
H 1.79309 -6.33984 1.37298
C 2.24223 -3.61394 2.58818
H 4.81493 0.83312 4.31338
C -3.63571 7.06648 -1.87078
H 0.49862 8.47170 -0.24741
H -0.80883 -9.04301 -2.86689
C 0.19275 8.78390 1.85416
O -0.22957 -6.02254 -3.08294
C -3.09087 -2.40049 -0.58852
H -5.14656 -0.63021 -1.30782
H 2.24248 -7.10322 -0.84680
C 0.32751 -4.88401 0.55712
H 0.32342 9.86625 1.77772
C 1.83886 -5.42548 0.65529
H 2.40032 1.00815 2.43297
H -2.97465 3.71158 -1.63322
H 4.35682 2.26081 3.39005
N -2.51069 1.22197 -1.40118
N 1.75316 5.56224 2.99841
H 3.83869 -4.94714 1.58135
N 5.24268 -2.01998 2.17607
C -3.40230 0.55068 -0.98971
H -2.73334 -3.25762 -0.01645
C 2.44078 -5.97631 -0.73470
H -5.06901 5.25290 -3.26214
H 0.57802 -8.55824 -1.64369
C 4.34924 1.16667 3.38007
H 4.73091 1.02294 1.24740
C 2.87186 -4.37493 1.30507
C 2.90360 0.68130 3.34840
H 6.19125 1.05705 2.24695
C -4.52770 -0.30098 -0.46831
N -0.61332 -4.14073 0.34642
C 1.98595 -5.16431 -2.05275
H -5.15235 0.30057 0.19771
C -0.84098 -6.88659 -2.12376
C -3.22413 5.79856 -1.17267
C -4.71646 4.39427 -2.68413
C 5.21020 -0.83139 2.18006
H 2.96463 -4.85892 -2.60392

Forces on atoms 1 to 2 (eV/Å):
1.263 -3.881 2.079
-0.627 -0.739 1.677

Output
* highest occupied orbital energy: -0.378 hartree
* Kohn-Sham gap: 10.7 eV
* LUMO energy: 0.014 Ha
* SMILES: CC(=O)OCCC[C@H](C#N)CC#N.CCCC#N.CCCC#N.CCCC#N.CCCC#N



6.
A structure of composition C25H41AlF3O2P2. Source: the Open Molecules 2025 dataset; level of theory: ωB97M-V/def2-TZVPD.

Atoms and positions in Å:
F -3.14468 -5.34222 1.20367
C -2.77495 0.62022 2.41760
H -4.01749 -2.75896 0.40038
H -3.69338 0.33134 -1.90128
H 2.53093 -0.60436 0.75089
H 2.47836 -1.39481 -4.45871
C 1.50090 -1.05819 0.75417
H -5.12559 -1.36943 0.44435
C 2.28084 2.31130 -3.61207
H 1.88644 2.99102 -2.83388
C 3.76299 0.27029 -2.37084
C -3.06514 -1.80374 3.03243
H 1.37133 3.12995 -0.16535
H 3.35218 2.51965 -3.76763
C -1.08009 -4.33068 0.65390
C 0.78477 -0.45168 1.97967
C 0.33974 1.53822 -1.06935
C 0.51571 2.05090 1.54570
H -4.00789 -1.62735 3.59463
O -0.18832 -4.17801 1.45637
H 2.05172 1.46374 0.19187
H -2.23306 0.45434 4.49627
H -2.52670 3.36551 0.37970
H 4.35561 2.51984 0.65025
H -2.48306 3.33945 2.14590
H 6.18653 0.14878 -0.38276
P 3.82351 0.51791 -0.56589
H -2.80167 1.85704 -1.58925
H -4.20521 -1.70964 -1.04176
F -1.40801 -6.65701 1.30335
H -3.65301 1.49357 4.16276
H -2.25187 -1.85129 3.77735
H 3.51907 2.95332 -0.90847
H -0.57746 2.20836 1.43985
C 0.06720 0.19677 -1.24592
H 1.85721 -0.01842 -5.46832
H 5.23187 2.41831 -0.89471
C 2.51545 -0.32134 -4.65655
H 1.76507 2.45048 -4.57652
C 0.86734 0.82730 2.42386
H 1.18709 0.99647 3.45432
H 3.54147 -0.03444 -4.88552
H -4.02677 3.25679 1.31316
H 1.86498 -1.00539 -1.35365
H 5.34286 -0.12349 1.17405
H 1.63782 -2.14201 0.97844
C 0.94121 -0.97993 -0.70973
C -2.91068 1.43837 1.25006
H 0.04949 2.22697 -1.90854
H 4.48072 0.97945 -2.86783
C -3.52906 1.13504 -1.16436
C -2.98340 2.92679 1.26961
C -2.65893 1.18303 3.79225
F -2.21102 -6.14698 -0.66183
C 1.09623 2.07564 0.10962
P 2.04802 0.55320 -3.13635
C -3.08371 0.62450 0.15006
H 5.27616 -1.38396 -0.14046
H -0.27743 0.02192 -2.29161
H -0.05905 -1.10344 2.26943
C -4.14997 -1.72086 0.06283
H -3.13677 -2.79444 2.56137
H -4.49148 1.68695 -1.05271
C 5.31172 -0.30960 0.08877
H 0.61945 -2.01800 -1.03840
C -2.84053 -0.72143 2.05380
H -2.00842 2.07523 3.81509
H 0.88324 2.95626 2.08188
C -3.00069 -0.82643 0.55915
C 4.25347 2.29475 -0.41777
O -1.49921 -3.44808 -0.23755
H 4.14369 -0.75385 -2.62171
C -1.95308 -5.65637 0.58361
Al -1.66460 -1.76309 -0.77514

Forces on atoms 1 to 2 (eV/Å):
0.865 -0.185 -0.926
0.477 -1.605 -0.170

Output
* highest occupied orbital energy (alpha / beta): -0.373 / -0.373 hartree
* ΔE to the lowest compared entry with this formula, charge and spin: 3.293 eV
* Kohn-Sham gap (alpha / beta): 4.2 / 4.2 eV
* LUMO energy (alpha / beta): -0.219 / -0.218 Ha
* net charge: +1



no.,maximum force (eV/Å),calculated total energy (a.u.)
1,5.0,-2201.76783
2,0.9,-1946.68385
3,1.4,-2241.02644
4,4.9,-1910.76648
5,7.2,-1455.42397
6,3.1,-2351.94436